Computed, not measured: C26H42EuNO2P2S as an isolated structure, with ωB97M-V/def2-TZVPD.

The geometry in XYZ format:
```
75
Properties=species:S:1:pos:R:3:forces:R:3
Eu -0.59831 -0.30110 1.41381 -2.33 1.20 1.67
C -4.80932 0.63424 0.51123 -0.06 0.08 -0.01
C -4.36347 -0.50807 -0.40950 -0.40 0.14 0.18
C -5.34617 -0.62554 -1.58015 0.08 0.00 -0.11
P -2.53384 -0.43349 -0.62563 -0.75 0.11 -1.00
C -2.09768 -1.66317 -1.92986 0.21 -0.25 -0.21
C -2.62910 -3.04860 -1.55377 -0.11 -0.09 -0.02
C -2.41924 -1.33522 -3.38839 -0.03 0.17 -0.06
C -2.08187 1.17441 -1.36637 0.17 0.28 -0.09
C -2.92155 1.86964 -2.23872 -0.28 -0.07 -0.08
C -2.56009 3.05454 -2.85666 0.11 -0.07 0.09
C -1.28432 3.55139 -2.62802 0.02 0.03 0.01
C -0.42226 2.88912 -1.77616 0.06 -0.05 -0.02
C -0.79771 1.71282 -1.10426 0.14 0.11 -0.15
N 0.09274 0.99633 -0.30342 0.18 0.39 -1.20
C 1.13433 1.55447 0.35015 0.43 0.49 0.01
C 1.16286 2.91228 0.78182 -0.13 -0.03 -0.03
C 2.20176 3.44003 1.49641 0.15 0.08 0.14
C 3.31086 2.65688 1.85296 -0.15 0.09 -0.07
C 3.30208 1.33507 1.50612 -0.08 -0.19 0.08
C 2.23289 0.73993 0.78641 0.10 0.81 0.28
P 2.42599 -0.91996 0.28745 -0.17 -0.30 -0.27
C 2.85329 -1.07494 -1.44121 0.02 0.01 -0.51
C 1.96712 -0.26806 -2.39934 0.14 0.03 -0.02
C 4.32870 -0.68886 -1.64743 -0.07 0.09 -0.08
C 3.52435 -1.92783 1.28914 0.47 -0.36 0.16
C 3.55599 -3.32752 0.63246 0.06 0.01 0.16
C 4.95374 -1.50591 1.67868 -0.06 -0.07 0.08
H -5.83634 0.47028 0.84561 0.05 0.01 -0.04
H -4.77663 1.59241 -0.01191 -0.01 -0.04 -0.01
H -4.19061 0.73606 1.40414 0.11 -0.07 0.06
H -4.44813 -1.43918 0.15958 -0.04 -0.06 0.06
H -5.41427 0.29177 -2.16434 0.01 -0.04 0.01
H -6.34908 -0.82109 -1.19056 0.08 0.01 0.06
H -5.10405 -1.44068 -2.25755 0.02 -0.01 0.00
H -1.00597 -1.68648 -1.83908 0.09 -0.08 -0.01
H -3.71400 -3.09834 -1.67709 0.06 -0.01 -0.01
H -2.40519 -3.33703 -0.52592 0.07 0.08 0.08
H -2.19488 -3.81146 -2.20440 -0.02 0.07 0.00
H -3.49169 -1.31288 -3.57802 -0.01 0.00 0.02
H -1.99433 -2.09830 -4.04777 0.00 0.01 0.12
H -2.01136 -0.37164 -3.69738 0.01 -0.01 0.07
H -3.89596 1.46002 -2.46107 0.00 -0.01 0.02
H -3.24304 3.56343 -3.52343 -0.01 -0.04 0.02
H -0.94659 4.45445 -3.12356 -0.04 -0.04 0.01
H 0.58120 3.27382 -1.64600 -0.03 -0.02 0.00
H 0.31084 3.53387 0.54640 0.01 0.03 -0.02
H 2.15664 4.48056 1.80008 0.01 -0.06 -0.02
H 4.14631 3.07360 2.39824 -0.05 0.02 -0.02
H 4.15412 0.73784 1.78903 -0.10 -0.01 -0.06
H 2.71521 -2.13951 -1.64810 0.06 -0.04 -0.06
H 2.10523 0.80446 -2.24641 0.02 -0.04 -0.01
H 0.90607 -0.47583 -2.29654 -0.01 -0.09 0.03
H 2.28406 -0.51015 -3.41616 -0.07 0.06 0.03
H 4.51714 0.33451 -1.30853 -0.01 -0.06 0.01
H 4.54632 -0.71847 -2.71571 -0.01 0.00 0.02
H 5.02980 -1.35718 -1.15375 -0.05 -0.04 0.02
H 2.92227 -2.00628 2.19476 0.02 -0.07 0.12
H 4.21333 -3.35266 -0.23818 -0.01 0.04 0.02
H 2.56907 -3.68474 0.34681 -0.04 0.02 0.00
H 3.95944 -4.02700 1.36495 -0.01 0.00 -0.03
H 5.56558 -1.15318 0.85203 -0.08 0.03 -0.06
H 5.44949 -2.39075 2.08278 -0.03 0.03 -0.01
H 4.97489 -0.75583 2.46551 -0.01 -0.07 0.01
C 0.21805 -0.36555 5.04498 0.07 -0.34 0.15
S 0.04769 1.03349 3.93956 0.32 0.38 0.22
C -1.52236 1.68339 4.50095 -0.41 0.15 0.04
H 0.07733 -0.05636 6.07929 0.03 0.07 -0.02
H 1.22875 -0.75369 4.93063 -0.02 0.01 -0.02
H -0.48912 -1.16008 4.80865 -0.02 0.00 0.02
H -2.31523 0.93656 4.44439 0.02 -0.02 0.01
H -1.78852 2.51866 3.85408 0.03 0.02 0.01
H -1.45247 2.04864 5.52395 0.06 -0.01 0.00
O 0.70767 -1.87660 1.86491 1.87 -2.01 -0.23
O 1.02152 -1.71976 0.39242 0.34 -0.37 0.45
```
Forces are in eV/Å.

Computed properties:
LUMO level (spin up / spin down) (eV): -2.212 / -2.235
Kohn-Sham gap (spin up / spin down) (eV): 7.24 / 7.56
HOMO (spin up / spin down) (eV): -9.451 / -9.792
Total charge: +1
2S+1: 8

Löwdin charges in e: atom 1 (Eu): 1.301, atom 2 (C): -0.126, atom 3 (C): -0.554, atom 4 (C): -0.098, atom 5 (P): 0.986, atom 6 (C): -0.552, atom 7 (C): -0.116, atom 8 (C): -0.093, atom 9 (C): -0.304, atom 10 (C): -0.098, atom 11 (C): -0.077, atom 12 (C): -0.069, atom 13 (C): -0.042, atom 14 (C): -0.298, atom 15 (N): -0.156, atom 16 (C): -0.374, atom 17 (C): -0.041, atom 18 (C): -0.056, atom 19 (C): -0.075, atom 20 (C): -0.079, atom 21 (C): -0.252, atom 22 (P): 0.957, atom 23 (C): -0.443, atom 24 (C): -0.074, atom 25 (C): -0.073, atom 26 (C): -0.429, atom 27 (C): -0.080, atom 28 (C): -0.079, atom 29 (H): 0.084, atom 30 (H): 0.076, atom 31 (H): 0.055, atom 32 (H): 0.096, atom 33 (H): 0.066, atom 34 (H): 0.087, atom 35 (H): 0.053, atom 36 (H): 0.076, atom 37 (H): 0.071, atom 38 (H): 0.070, atom 39 (H): 0.085, atom 40 (H): 0.065, atom 41 (H): 0.085, atom 42 (H): 0.071, atom 43 (H): 0.084, atom 44 (H): 0.107, atom 45 (H): 0.111, atom 46 (H): 0.108, atom 47 (H): 0.113, atom 48 (H): 0.117, atom 49 (H): 0.111, atom 50 (H): 0.074, atom 51 (H): 0.122, atom 52 (H): 0.086, atom 53 (H): 0.055, atom 54 (H): 0.092, atom 55 (H): 0.092, atom 56 (H): 0.092, atom 57 (H): 0.060, atom 58 (H): 0.107, atom 59 (H): 0.082, atom 60 (H): 0.081, atom 61 (H): 0.093, atom 62 (H): 0.071, atom 63 (H): 0.089, atom 64 (H): 0.067, atom 65 (C): -0.393, atom 66 (S): 0.719, atom 67 (C): -0.401, atom 68 (H): 0.049, atom 69 (H): 0.040, atom 70 (H): 0.041, atom 71 (H): 0.042, atom 72 (H): 0.039, atom 73 (H): 0.047, atom 74 (O): -0.419, atom 75 (O): -0.424